(1)
DFT (wB97M-V/def2-TZVPD) results for a molecular structure, C42H65FN2P2SSiV in a non-equilibrium geometry.

Geometry as ORCA input:
```
! RIJCOSX wB97M-V def2-TZVPD def2/J DEFGRID3
* xyz 0 2
V -0.3240 0.0055 1.2479
C 2.0027 -3.8092 2.8155
Si 0.6885 -2.7310 1.9188
C -0.8975 -3.7629 1.6633
C -0.9093 -5.0984 2.0480
C -1.9815 -5.9272 1.7715
C -3.0891 -5.4158 1.1176
C -3.1159 -4.0795 0.7642
C -2.0289 -3.2417 1.0220
P -2.0128 -1.4678 0.5366
C -3.5428 -0.7239 1.3513
C -4.8289 -1.5499 1.4851
C -5.9698 -0.6335 1.9256
C -6.3523 0.3156 0.7838
C -5.1336 0.6455 -0.0874
C -3.8589 0.6623 0.7491
C -2.3772 -1.5321 -1.3253
C -1.0730 -1.9722 -1.9884
C -1.1190 -1.7718 -3.4976
C -2.3002 -2.5221 -4.1023
C -3.6017 -2.1152 -3.4207
C -3.5171 -2.3599 -1.9140
C 1.4299 -2.7607 0.1369
C 1.4897 -4.0278 -0.4375
C 2.0807 -4.2550 -1.6669
C 2.6749 -3.1965 -2.3292
C 2.6292 -1.9293 -1.7819
C 1.9757 -1.6802 -0.5738
P 1.8212 -0.0242 0.2096
C 3.6281 -0.0026 0.8134
C 3.8831 0.8680 2.0553
C 4.6394 2.1479 1.7189
C 6.0354 1.8423 1.1666
C 6.0328 0.5411 0.3539
C 4.6651 0.2877 -0.2774
C 1.7038 1.3885 -1.0723
C 1.9883 1.0209 -2.5286
C 1.6522 2.1464 -3.5058
C 0.1835 2.5248 -3.3821
C -0.0587 3.0319 -1.9658
C 0.2811 1.9520 -0.9383
H 2.3019 -4.6561 2.2084
H 1.6400 -4.1797 3.7666
H 2.8916 -3.2207 3.0154
H -0.0531 -5.5021 2.5695
H -1.9590 -6.9659 2.0681
H -3.9358 -6.0498 0.8876
H -4.0006 -3.7060 0.2783
H -3.1468 -0.5607 2.3668
H -4.6814 -2.3490 2.2140
H -5.1197 -2.0024 0.5381
H -5.6484 -0.0604 2.7968
H -6.8356 -1.2296 2.2246
H -6.7751 1.2315 1.1992
H -7.1286 -0.1424 0.1657
H -5.2781 1.6144 -0.5718
H -5.0341 -0.1002 -0.8764
H -3.9853 1.3844 1.5571
H -3.0163 1.0132 0.1450
H -2.5487 -0.4760 -1.5860
H -0.8869 -3.0257 -1.7610
H -0.2402 -1.3991 -1.5650
H -0.1850 -2.1223 -3.9431
H -1.2170 -0.7049 -3.7144
H -2.1471 -3.5953 -3.9731
H -2.3605 -2.3216 -5.1733
H -4.4320 -2.6911 -3.8365
H -3.8005 -1.0567 -3.6071
H -3.3252 -3.4201 -1.7460
H -4.4754 -2.1038 -1.4601
H 1.0591 -4.8648 0.0965
H 2.0986 -5.2491 -2.0906
H 3.1763 -3.3504 -3.2754
H 3.1269 -1.1397 -2.3143
H 3.7482 -1.0507 1.1265
H 4.4775 0.2997 2.7753
H 2.9356 1.1199 2.5361
H 4.7140 2.7717 2.6112
H 4.0675 2.7127 0.9831
H 6.7535 1.7505 1.9846
H 6.3655 2.6771 0.5422
H 6.2784 -0.3021 1.0030
H 6.7973 0.5896 -0.4255
H 4.7414 -0.5665 -0.9499
H 4.3835 1.1619 -0.8657
H 2.4084 2.1603 -0.7372
H 1.3868 0.1497 -2.7982
H 3.0448 0.7782 -2.6562
H 1.8810 1.8113 -4.5208
H 2.2735 3.0218 -3.2981
H -0.4396 1.6467 -3.5655
H -0.0860 3.2844 -4.1193
H -1.1030 3.3312 -1.8340
H 0.5626 3.9147 -1.7962
H -0.4383 1.1263 -1.0595
H 0.1635 2.3723 0.0642
C 0.2469 -1.1715 2.8463
H -0.5610 -1.3531 3.5595
H 1.1060 -0.7597 3.3875
F -1.1564 1.3848 1.7805
C 2.4759 5.4382 0.2650
N 1.4519 5.6741 1.2399
C 1.0005 7.0225 1.5177
C 0.1025 6.8490 2.7542
N 0.4853 5.5356 3.2207
C 1.1552 4.8375 2.2652
S 1.5341 3.2478 2.3676
H 3.3881 5.9941 0.5111
H 2.1297 5.7435 -0.7255
H 2.7044 4.3738 0.2589
H 0.4445 7.4192 0.6635
H 1.8552 7.6819 1.7178
H -0.9615 6.8750 2.4820
H 0.2803 7.6083 3.5215
H -0.0688 5.0452 3.9029
*
```

As for the gap between HOMO and LUMO (spin up / spin down): 6.414 / 6.031 eV. As for the expectation value of S²: 1.0297. As for the total energy: -113286.689 eV. The energy above the lowest of the compared OMol25 structures with the same formula, charge and spin is 22.09 kJ/mol.



(2)
DFT (wB97M-V/def2-TZVPD) results for a molecular structure, C12H31NO16S4Sb.

Geometry as ORCA input:
```
! RIJCOSX wB97M-V def2-TZVPD def2/J DEFGRID3
* xyz -1 1
C 1.7730 0.6035 0.0521
C 3.2015 1.0871 0.2861
N 3.8979 1.1201 -0.9966
Sb 4.6124 -0.6653 -1.7905
C 3.5213 -0.1085 -3.7351
S 2.2957 -1.2246 -4.2027
O 2.7366 -2.5945 -4.1076
O 1.0468 -0.8797 -3.5467
O 5.5429 -1.0989 -0.0068
C 5.9406 -2.4243 0.1423
C 6.1737 -2.7519 1.6134
C 7.3566 -1.9971 2.2210
O 4.9992 -2.5195 2.4039
H 1.2005 0.6186 0.9852
H 1.7670 -0.4216 -0.3172
H 1.3174 1.2458 -0.7053
H 3.1389 2.1184 0.6608
H 3.6998 0.5088 1.0752
H 4.6218 1.8281 -1.0245
H 6.0326 0.2201 -2.3320
H 5.2491 -2.1126 -2.5387
H 3.2174 -1.5248 -1.2586
H 3.0206 0.8396 -3.5398
H 4.2437 0.0215 -4.5440
H 2.0899 -0.9853 -5.5291
H 5.1623 -3.1130 -0.2343
H 6.8828 -2.6101 -0.4047
H 6.3802 -3.8322 1.6583
H 7.0463 -1.5324 3.1572
H 8.1728 -2.6816 2.4669
H 7.7448 -1.2361 1.5436
H 4.5137 -3.3471 2.4591
C -1.6289 0.1630 -1.2298
C -2.5429 -0.0298 -2.4178
O -3.7060 0.7645 -2.0946
S -3.2615 2.0521 -1.2633
O -3.1222 3.1627 -2.1363
O -4.0751 2.1311 -0.0988
O -1.8037 1.5468 -0.8745
H -1.9357 -0.4557 -0.3833
H -0.5839 -0.0328 -1.4602
H -2.8361 -1.0643 -2.5669
H -2.0985 0.3622 -3.3333
C -1.7443 0.8865 2.9560
C -2.5753 0.0691 3.9229
O -2.0126 -1.2435 3.8443
S -0.4348 -1.1474 3.5692
O 0.2641 -1.2740 4.7979
O -0.1432 -1.9746 2.4567
O -0.4103 0.3887 3.1342
H -2.0387 0.7229 1.9182
H -1.7780 1.9497 3.1759
H -3.6270 0.0328 3.6528
H -2.4699 0.4332 4.9474
C -9.6759 2.1892 0.0380
C -8.8132 1.0155 0.4590
O -7.6283 1.1622 -0.3259
S -7.3028 2.7149 -0.5539
O -6.3474 3.1496 0.3922
O -7.1183 2.9231 -1.9441
O -8.7492 3.2664 -0.1175
H -10.1645 2.0038 -0.9208
H -10.4203 2.4583 0.7829
H -9.2698 0.0529 0.2460
H -8.5454 1.0706 1.5164
*
```

As for the gap between HOMO and LUMO: 6.079 eV. As for the total energy: -97069.632 eV.



(3)
DFT (wB97M-V/def2-TZVPD) results for C5H10O2 in the gas phase in a non-equilibrium geometry.

Geometry as ORCA input:
```
! RIJCOSX wB97M-V def2-TZVPD def2/J DEFGRID3
* xyz 0 1
C 2.1181 -0.0994 -0.4962
C 0.7991 0.2560 0.1668
O 0.0434 1.0778 -0.7197
C -1.2566 1.2068 -0.1672
C -1.5510 -0.1292 0.5592
C -0.1605 -0.9068 0.4936
O -0.1916 -1.8403 -0.5644
H 2.6774 0.8098 -0.7438
H 1.9444 -0.6704 -1.4120
H 2.7298 -0.7084 0.1777
H 0.9763 0.7958 1.1115
H -1.9388 1.4332 -0.9952
H -1.2974 2.0491 0.5387
H -1.8068 0.0319 1.6077
H -2.4338 -0.6324 0.1106
H 0.0758 -1.4383 1.4155
H -0.7522 -1.2425 -1.0593
*
```

As for the gap between HOMO and LUMO: 10.698 eV. As for the SMILES: C[C@H]1OCC[C@H]1O. As for the total energy: -9441.337 eV. The energy above the lowest of the compared OMol25 structures with the same formula, charge and spin is 164.59 kJ/mol.



(4)
DFT (wB97M-V/def2-TZVPD) results for C9H17N3O4 in the gas phase in a non-equilibrium geometry.

Geometry as ORCA input:
```
! RIJCOSX wB97M-V def2-TZVPD def2/J DEFGRID3
* xyz 0 1
C -1.6697 1.5345 -0.1690
C -1.1266 1.0349 1.1761
C -1.4909 0.5322 -1.3286
C -1.7432 -0.9945 -1.2145
C 1.3802 0.3918 0.7713
C 1.6833 1.3308 -0.3519
C 1.1306 -1.0832 0.3640
C 2.2191 -1.7172 -0.4722
C 0.6625 -1.9521 1.5342
H -1.7275 3.6135 -0.2185
H -0.3676 3.0397 -0.8544
H -2.7285 1.6933 -0.0269
H -0.3758 0.6165 -1.6142
H -1.9549 0.7968 -2.2344
H -2.4591 -0.7364 0.6832
H -2.5144 -2.3807 -0.0546
H 0.3430 1.0369 2.4745
H 2.1266 0.4246 1.5463
H 0.2807 -1.1205 -0.3573
H 3.1970 -1.7405 0.1538
H 1.8707 -2.7835 -0.7874
H 2.5241 -1.0361 -1.2090
H 1.3797 -2.0068 2.3538
H 0.5108 -3.0283 1.2677
H -0.2598 -1.5657 1.9760
H 2.3416 1.5340 -2.0862
N -1.3364 2.8335 -0.7119
N -2.4488 -1.3999 -0.1585
N 0.2079 0.9558 1.4536
O -1.9596 0.5870 1.9540
O -1.3102 -1.7421 -2.0605
O 1.6546 2.5447 -0.2164
O 1.9605 0.7871 -1.5819
*
```

As for the gap between HOMO and LUMO: 9.673 eV. As for the SMILES: CC(C)[C@H](NC(=O)[C@@H](N)CC(N)=O)C(=O)O. As for the total energy: -22268.984 eV. The energy above the lowest of the compared OMol25 structures with the same formula, charge and spin is 145.61 kJ/mol.



(5)
DFT (wB97M-V/def2-TZVPD) results for a molecular structure, C43H44AsBrN4O7Zn.

Geometry as ORCA input:
```
! RIJCOSX wB97M-V def2-TZVPD def2/J DEFGRID3
* xyz 0 1
Zn -1.0341 -2.1311 -0.8540
C 5.4406 -0.8787 2.7409
C 4.2267 -0.0304 3.1379
C 4.3777 1.3834 2.5580
C 4.1881 0.0878 4.6618
C 2.9554 -0.6689 2.5836
C 2.7680 -0.7568 1.2097
C 1.6052 -1.3075 0.7293
Br 1.3723 -1.2808 -1.1797
C 0.5379 -1.7880 1.5133
O -0.5464 -2.3071 0.9773
C 0.7302 -1.6922 2.9112
C 1.9297 -1.1567 3.3842
C -0.2879 -2.1590 3.9690
C 0.2716 -3.4071 4.6689
C -1.6815 -2.5090 3.4334
C -0.4867 -1.0489 5.0181
H 6.3618 -0.4281 3.1181
H 5.5262 -0.9604 1.6556
H 5.3593 -1.8884 3.1482
H 5.2628 1.8688 2.9763
H 3.5026 1.9925 2.7917
H 4.4927 1.3676 1.4729
H 5.0948 0.5849 5.0111
H 4.1412 -0.8906 5.1449
H 3.3326 0.6791 4.9944
H 3.5105 -0.3857 0.5153
H 2.0553 -1.1061 4.4555
H 0.3841 -4.2285 3.9579
H -0.4093 -3.7315 5.4596
H 1.2466 -3.2145 5.1189
H -1.6589 -3.3398 2.7322
H -2.1476 -1.6614 2.9288
H -2.3082 -2.7869 4.2845
H 0.4164 -0.8432 5.5925
H -1.2646 -1.3456 5.7252
H -0.7988 -0.1186 4.5437
C -0.2503 6.3918 -1.5574
C 0.4388 5.4400 -0.8190
C 0.3386 4.0969 -1.1531
C -0.4328 3.6890 -2.2422
C -1.1310 4.6489 -2.9674
C -1.0374 5.9921 -2.6267
As -0.5928 1.7674 -2.5547
C -1.7484 1.7305 -4.1181
C -2.9802 1.0963 -3.9961
C -3.8531 1.0497 -5.0783
C -3.4939 1.6297 -6.2843
C -2.2577 2.2527 -6.4161
C -1.3890 2.3028 -5.3378
C 1.1006 1.3808 -3.4586
C 2.2889 2.0255 -3.1326
C 3.4978 1.5819 -3.6538
C 3.5340 0.4868 -4.5049
C 2.3515 -0.1564 -4.8424
C 1.1441 0.2867 -4.3205
H -0.1803 7.4397 -1.2949
H 1.0455 5.7377 0.0270
H 0.8563 3.3620 -0.5479
H -1.7553 4.3567 -3.8023
H -1.5889 6.7278 -3.1989
H -3.2517 0.6181 -3.0610
H -4.8110 0.5561 -4.9747
H -4.1741 1.5952 -7.1260
H -1.9728 2.6999 -7.3603
H -0.4212 2.7795 -5.4439
H 2.2825 2.8865 -2.4774
H 4.4134 2.0989 -3.3944
H 4.4774 0.1398 -4.9065
H 2.3660 -1.0027 -5.5182
H 0.2255 -0.2198 -4.5981
C 0.5174 -5.2701 -1.3760
C -0.8446 -4.9807 -1.8956
N -1.4735 -3.8247 -1.8180
C -2.7349 -3.9902 -2.3623
C -2.8563 -5.2707 -2.7840
N -1.6543 -5.8807 -2.4838
H 1.0371 -4.3350 -1.1788
H 1.0994 -5.8487 -2.0932
H 0.4609 -5.8287 -0.4407
H -3.4365 -3.1725 -2.3942
H -3.6635 -5.7968 -3.2597
H -1.4156 -6.8405 -2.6627
O -4.5960 -0.9702 -0.5220
C -3.4272 -0.6622 -0.4075
O -2.4904 -0.9721 -1.2550
C -2.9834 0.1670 0.7874
C -3.8975 0.4413 1.7949
C -3.4783 1.1483 2.9071
C -2.1833 1.6032 3.0668
C -1.3064 1.3237 2.0378
C -1.6776 0.6255 0.9034
N 0.0863 1.7963 2.1530
O 0.4310 2.2899 3.2068
O 0.8071 1.6694 1.1828
N -4.4490 1.4264 3.9849
O -4.0346 1.9871 4.9790
O -5.5961 1.0757 3.8100
H -4.9153 0.0904 1.7056
H -1.8754 2.1438 3.9476
H -0.9547 0.4748 0.1170
*
```

As for the gap between HOMO and LUMO: 7.274 eV. As for the total energy: -244895.116 eV. The energy above the lowest of the compared OMol25 structures with the same formula, charge and spin is 32.35 kJ/mol.



(6)
DFT (wB97M-V/def2-TZVPD) results for a molecular structure, C30H73EuN6O3SSi4 in a non-equilibrium geometry.

Geometry as ORCA input:
```
! RIJCOSX wB97M-V def2-TZVPD def2/J DEFGRID3
* xyz -1 8
Eu 0.3295 0.6301 -0.2339
C 1.3798 -2.2048 2.2961
C 0.8957 -2.8815 1.0079
N -0.2728 -2.2456 0.4208
C -1.5538 -2.7000 0.9167
C -1.8814 -2.3046 2.3581
S -1.7596 -0.5226 2.7043
C -0.4368 -0.4502 3.9545
C 0.9454 -0.0609 3.4201
N 1.3027 -0.7579 2.1923
H 0.7646 -2.5305 3.1337
H 2.3967 -2.5531 2.5173
H 1.6927 -2.8092 0.2638
H 0.7296 -3.9546 1.2089
H -0.2549 -2.4544 -0.5747
H -2.3174 -2.2756 0.2586
H -1.6474 -3.7996 0.8570
H -2.9089 -2.6086 2.5673
H -1.2480 -2.8340 3.0694
H -0.7475 0.3038 4.6795
H -0.4344 -1.4082 4.4793
H 0.9440 0.9962 3.1627
H 1.6724 -0.2272 4.2346
H 2.1808 -0.3857 1.8565
O -2.1053 1.1198 -3.2715
C -1.2776 1.9973 -2.9280
O -0.3037 1.8913 -2.1302
H -1.4247 3.0030 -3.3638
C -0.2012 -4.6092 -3.6587
C -0.6544 -3.1611 -3.7865
C -0.1796 -2.5803 -5.1207
C -2.1719 -3.0777 -3.6906
N -0.0712 -2.4617 -2.6235
N -0.3404 -1.0675 -2.5320
H -0.5709 -5.2049 -4.4989
H -0.5734 -5.0420 -2.7264
H 0.8927 -4.6706 -3.6526
H -0.5967 -3.1492 -5.9589
H 0.9123 -2.6169 -5.1865
H -0.4947 -1.5391 -5.2356
H -2.6310 -3.6927 -4.4697
H -2.5248 -2.0519 -3.8261
H -2.5091 -3.4398 -2.7144
H 0.9391 -2.5454 -2.6579
H -1.3366 -0.9047 -2.4742
H -0.0466 -0.5789 -3.3709
C 0.9299 4.3976 2.1670
C -0.0385 3.3327 1.6375
C -0.7802 3.9251 0.4293
C -1.0777 3.0474 2.7315
O 0.6463 2.1765 1.2846
H 0.3955 5.2650 2.5754
H 1.5922 4.7403 1.3666
H 1.5497 3.9601 2.9560
H -1.2876 4.8626 0.6910
H -1.5292 3.2207 0.0627
H -0.0756 4.1172 -0.3826
H -1.6979 3.9297 2.9334
H -0.5807 2.7587 3.6666
H -1.7291 2.2300 2.4121
N -2.1654 0.4086 -0.2679
C -3.2711 0.4138 -0.6006
N -4.5422 0.4170 -0.9813
C -4.9680 0.9675 -2.2744
C -5.7480 2.2560 -2.0502
C -6.9114 2.0190 -1.0838
C -6.4063 1.4411 0.2409
C -5.5976 0.1709 0.0027
H -5.6167 0.2212 -2.7487
H -4.0862 1.0922 -2.8982
H -6.1066 2.6369 -3.0099
H -5.0704 3.0061 -1.6304
H -7.6157 1.3109 -1.5394
H -7.4609 2.9463 -0.9057
H -7.2385 1.2184 0.9139
H -5.7647 2.1743 0.7398
H -6.2484 -0.6187 -0.3880
H -5.1397 -0.1871 0.9219
C 3.5099 -2.8654 -2.9488
Si 3.7466 -0.9775 -3.0743
C 2.6956 -0.3580 -4.5261
C 5.5044 -0.8199 -3.7590
Si 3.1379 0.1224 -1.1044
Si 4.8731 -0.6906 0.2668
C 4.7502 -2.5640 0.5188
C 6.6899 -0.4650 -0.2139
C 4.8041 0.0632 2.0048
Si 3.9534 2.2847 -1.5902
C 5.6581 2.6258 -2.3371
C 3.9312 3.2633 0.0210
C 2.7625 3.1241 -2.7831
H 3.1813 -3.3067 -3.8997
H 2.8048 -3.1646 -2.1633
H 4.4723 -3.3232 -2.6893
H 2.6466 -1.0872 -5.3454
H 3.1585 0.5562 -4.9205
H 1.6750 -0.0867 -4.2368
H 5.6099 -1.3963 -4.6887
H 6.2489 -1.1834 -3.0468
H 5.7401 0.2240 -3.9779
H 4.9902 -3.0842 -0.4167
H 3.7474 -2.8833 0.8208
H 5.4599 -2.9031 1.2859
H 6.9633 -1.1156 -1.0487
H 7.3379 -0.7185 0.6347
H 6.9093 0.5614 -0.5097
H 3.9196 -0.2366 2.5785
H 4.7924 1.1570 1.9469
H 5.6854 -0.2394 2.5850
H 6.4634 2.1423 -1.7825
H 5.8376 3.7087 -2.3169
H 5.7241 2.2954 -3.3780
H 4.8264 3.0473 0.6184
H 3.0525 2.9978 0.6174
H 3.9112 4.3450 -0.1696
H 2.8299 2.6751 -3.7817
H 2.9867 4.1948 -2.8777
H 1.7284 3.0114 -2.4441
*
```

As for the gap between HOMO and LUMO (spin up / spin down): 4.786 / 6.201 eV. As for the expectation value of S²: 15.7598. As for the total energy: -109058.580 eV. The energy above the lowest of the compared OMol25 structures with the same formula, charge and spin is 0.00 kJ/mol.